Entry 1:
{"formula": "C22H17Cl2F13N4OZr", "method": "the ωB97M-V functional and the def2-TZVPD basis", "gap_ev": 7.0, "homo_energy_ev": -7.20, "charge": 0, "species": ["Zr", "C", "N", "C", "C", "C", "N", "C", "C", "F", "C", "F", "C", "C", "F", "C", "F", "H", "H", "H", "H", "H", "H", "H", "H", "H", "H", "H", "Cl", "C", "C", "C", "C", "C", "Cl", "C", "N", "H", "H", "H", "F", "C", "F", "F", "C", "O", "C", "F", "F", "F", "C", "F", "F", "F", "C", "C", "N", "H", "H", "H"], "xyz": [[-0.433, -0.272, -0.132], [-2.299, -1.987, 1.772], [-0.935, -1.419, 1.859], [0.008, -2.478, 2.290], [-0.915, -0.362, 2.903], [-1.680, 0.883, 2.484], [-1.431, 1.150, 1.067], [-1.780, 2.366, 0.521], [-1.517, 2.579, -0.835], [-0.884, 1.549, -1.493], [-1.862, 3.701, -1.543], [-1.570, 3.762, -2.846], [-2.495, 4.750, -0.908], [-2.756, 4.592, 0.438], [-3.370, 5.574, 1.105], [-2.423, 3.447, 1.142], [-2.764, 3.397, 2.442], [-2.614, -2.341, 2.758], [-2.308, -2.822, 1.075], [-2.999, -1.235, 1.413], [-0.175, -2.722, 3.341], [1.031, -2.130, 2.165], [-0.142, -3.372, 1.689], [0.123, -0.090, 3.079], [-1.336, -0.771, 3.829], [-1.326, 1.700, 3.111], [-2.754, 0.763, 2.661], [-2.775, 5.649, -1.435], [5.496, 2.541, 0.575], [4.772, 1.041, 1.224], [5.492, -0.150, 0.863], [5.013, -1.380, 0.614], [3.648, -1.877, 0.450], [2.521, -1.170, 0.312], [1.766, 0.295, 0.266], [3.817, 1.298, 2.097], [2.674, 1.530, 2.504], [6.545, 0.009, 0.652], [5.797, -2.099, 0.393], [3.575, -2.947, 0.280], [-1.436, -0.011, -3.636], [-0.823, -1.121, -3.259], [-0.472, -1.804, -4.338], [0.323, -0.741, -2.603], [-1.667, -1.932, -2.234], [-2.017, -1.145, -1.177], [-2.920, -2.541, -2.928], [-2.592, -3.612, -3.663], [-3.499, -1.649, -3.733], [-3.811, -2.916, -2.015], [-0.765, -3.108, -1.699], [-1.489, -4.020, -1.057], [-0.019, -3.706, -2.607], [0.113, -2.593, -0.751], [2.569, 1.811, -2.077], [1.870, 1.012, -1.051], [1.636, 1.033, 1.679], [3.190, 1.198, -2.737], [3.229, 2.546, -1.608], [1.842, 2.348, -2.687]], "forces_ev_per_angstrom": [[0.76, 1.32, -0.58], [-0.01, 0.00, -0.06], [0.03, 0.04, 0.17], [0.00, -0.04, 0.04], [0.02, 0.22, 0.09], [-0.01, -0.04, -0.06], [0.02, -0.29, -0.41], [-0.20, 0.09, 0.03], [-0.05, 0.03, 0.08], [-0.57, 0.08, -0.04], [0.06, 0.06, 0.01], [0.01, 0.00, 0.00], [0.01, -0.02, 0.02], [-0.02, 0.02, -0.01], [0.00, -0.01, 0.00], [0.01, -0.07, 0.03], [-0.01, 0.02, -0.01], [0.00, 0.00, 0.00], [0.00, 0.01, -0.02], [-0.01, 0.01, 0.03], [-0.06, -0.04, -0.02], [0.00, 0.01, 0.00], [0.04, 0.02, -0.05], [0.05, -0.06, -0.10], [-0.01, -0.01, -0.01], [-0.01, 0.01, -0.01], [0.00, 0.05, 0.03], [0.01, 0.00, 0.00], [-0.08, -0.16, -0.23], [0.50, 1.06, 0.39], [0.35, -0.30, -0.13], [0.20, -0.08, -0.14], [0.52, 1.35, 0.26], [-1.13, -2.55, 0.30], [3.71, 1.17, 1.12], [-0.86, -0.45, -0.97], [0.64, -1.07, -0.05], [0.04, -0.02, 0.26], [-0.12, -0.12, -0.09], [-0.10, -0.03, 0.09], [0.00, -0.01, 0.01], [-0.06, 0.00, -0.08], [0.00, 0.00, 0.00], [-0.46, -0.16, -0.29], [0.10, -0.53, -0.04], [0.50, -0.23, -0.58], [-0.06, 0.02, 0.08], [0.01, 0.02, -0.02], [-0.01, -0.01, 0.02], [0.01, -0.01, 0.00], [-0.01, -0.04, 0.11], [0.00, 0.03, -0.03], [-0.03, -0.03, 0.03], [-0.58, -0.17, -0.43], [0.66, -0.21, 0.24], [-2.87, 0.08, -0.78], [-0.82, 1.03, 1.82], [-0.05, -0.01, -0.03], [-0.03, 0.04, -0.03], [-0.03, -0.03, 0.01]], "nbo_charge": [1.98, -0.42, -0.53, -0.42, -0.24, -0.23, -0.80, 0.10, 0.26, -0.31, 0.37, -0.30, -0.37, 0.35, -0.30, 0.31, -0.31, 0.20, 0.22, 0.23, 0.19, 0.26, 0.21, 0.27, 0.20, 0.23, 0.19, 0.26, -0.04, -0.18, -0.25, -0.18, -0.32, -0.51, 1.08, 0.29, -0.24, 0.22, 0.20, 0.21, -0.28, 0.96, -0.29, -0.30, 0.01, -0.85, 0.98, -0.31, -0.30, -0.30, 0.97, -0.30, -0.28, -0.31, -0.66, -0.61, -0.70, 0.22, 0.24, 0.22]}


Entry 2:
{"formula": "C22H17F2N2O7Ru", "method": "the ωB97M-V functional and the def2-TZVPD basis", "s2": 8.787, "gap_ev": [5.1, 6.5], "spin_multiplicity": 6, "homo_energy_ev": [-6.01, -9.25], "charge": 0, "species": ["Ru", "O", "C", "O", "C", "C", "C", "C", "C", "N", "C", "O", "O", "H", "H", "H", "H", "C", "C", "C", "O", "C", "O", "O", "H", "H", "H", "H", "H", "H", "H", "F", "C", "C", "C", "C", "C", "F", "C", "C", "C", "C", "C", "C", "N", "H", "H", "H", "H", "H", "H"], "xyz": [[0.221, -0.360, -0.259], [-0.459, 3.615, -1.878], [-0.431, 2.464, -1.185], [-0.510, 1.362, -1.789], [-0.338, 2.554, 0.216], [-0.248, 3.742, 0.974], [-0.245, 3.674, 2.338], [-0.338, 2.408, 2.987], [-0.377, 1.289, 2.203], [-0.361, 1.327, 0.867], [-0.420, -0.133, 2.809], [-0.634, -0.237, 4.004], [-0.203, -1.055, 1.949], [-0.452, 3.388, -2.815], [-0.191, 4.680, 0.440], [-0.182, 4.574, 2.936], [-0.375, 2.300, 4.060], [4.630, 0.187, 0.689], [3.251, 0.802, 0.902], [3.290, 1.944, 1.897], [2.320, -0.219, 1.283], [2.740, 1.318, -0.495], [3.103, 2.407, -0.884], [2.006, 0.453, -1.111], [4.985, -0.256, 1.623], [5.335, 0.954, 0.373], [4.596, -0.596, -0.071], [3.794, 1.638, 2.819], [2.280, 2.280, 2.139], [3.826, 2.781, 1.458], [2.173, -0.216, 2.236], [-5.081, -0.638, -1.127], [-3.897, -1.244, -1.202], [-2.773, -0.585, -0.737], [-1.554, -1.227, -0.809], [-1.446, -2.514, -1.367], [-2.607, -3.123, -1.827], [-2.560, -4.349, -2.372], [-3.840, -2.509, -1.754], [-0.100, -3.079, -1.380], [0.281, -4.340, -1.821], [1.601, -4.737, -1.690], [2.527, -3.870, -1.124], [2.098, -2.624, -0.724], [0.826, -2.236, -0.862], [-2.875, 0.417, -0.339], [-4.726, -3.001, -2.129], [-0.447, -5.005, -2.252], [1.903, -5.723, -2.013], [3.560, -4.152, -0.991], [2.763, -1.905, -0.267]], "forces_ev_per_angstrom": [[0.64, 1.59, 0.74], [0.02, 0.08, 0.08], [-0.05, 0.04, -0.05], [-0.02, -0.36, 0.29], [-0.05, 0.02, -0.06], [-0.01, 0.03, 0.05], [-0.04, -0.02, 0.00], [-0.06, -0.01, -0.32], [-0.06, -0.62, 0.87], [0.07, -0.18, -0.78], [-0.17, 1.21, 0.12], [0.14, -0.33, -0.19], [0.14, -0.43, -0.86], [0.03, -0.07, -0.09], [0.01, 0.03, 0.05], [0.01, 0.03, -0.07], [-0.01, -0.05, 0.01], [-0.04, -0.06, 0.17], [-0.10, 0.44, -0.74], [-0.07, -0.11, 0.13], [-0.04, -0.20, 0.00], [0.91, 0.29, 1.49], [-0.25, -0.35, -0.38], [-1.27, -0.65, -0.33], [0.01, 0.03, -0.02], [0.00, -0.01, -0.04], [0.02, 0.04, -0.03], [-0.03, 0.00, -0.02], [-0.01, 0.01, -0.01], [0.04, 0.00, 0.00], [-0.06, -0.03, 0.00], [-0.15, 0.08, 0.00], [0.26, -0.18, -0.04], [0.01, 0.32, 0.15], [-0.01, -0.09, -0.12], [0.05, 0.12, 0.07], [0.00, 0.21, 0.09], [0.04, -0.10, -0.04], [-0.08, -0.02, -0.04], [0.05, -0.16, 0.01], [0.00, -0.03, -0.01], [0.06, 0.18, 0.10], [-0.10, -0.14, -0.07], [0.15, 0.07, 0.02], [0.07, -0.63, -0.15], [0.04, -0.03, 0.02], [0.01, -0.01, 0.03], [-0.05, 0.02, 0.02], [-0.01, 0.00, -0.03], [0.01, 0.02, 0.01], [-0.05, 0.01, -0.04]], "nbo_charge": [1.61, -0.66, 0.69, -0.67, -0.03, -0.19, -0.19, -0.28, 0.12, -0.54, 0.74, -0.62, -0.71, 0.50, 0.24, 0.22, 0.25, -0.62, 0.14, -0.64, -0.75, 0.78, -0.61, -0.74, 0.21, 0.23, 0.20, 0.20, 0.23, 0.25, 0.51, -0.30, 0.44, -0.29, -0.09, -0.16, 0.44, -0.32, -0.34, 0.24, -0.24, -0.11, -0.25, 0.11, -0.48, 0.26, 0.25, 0.25, 0.23, 0.24, 0.25]}


Entry 3:
{"formula": "C22H17F3N3O6S3", "method": "the ωB97M-V functional and the def2-TZVPD basis", "gap_ev": 5.2, "homo_energy_ev": -3.58, "charge": -1, "species": ["F", "C", "F", "F", "S", "N", "S", "C", "C", "C", "C", "C", "C", "O", "O", "S", "C", "C", "C", "C", "C", "C", "O", "O", "H", "H", "H", "H", "H", "H", "H", "H", "H", "H", "C", "C", "C", "N", "C", "C", "C", "C", "N", "O", "O", "C", "C", "H", "H", "H", "H", "H", "H", "H"], "xyz": [[-0.696, -1.795, 0.080], [-1.696, -0.935, 0.438], [-2.885, -1.498, 0.123], [-1.647, -0.751, 1.781], [-1.344, 0.602, -0.471], [-2.548, 1.627, 0.275], [-4.128, 1.745, -0.615], [-5.207, 1.244, 0.717], [-6.217, 0.299, 0.502], [-7.129, 0.060, 1.537], [-7.026, 0.746, 2.752], [-5.967, 1.633, 2.962], [-5.083, 1.915, 1.924], [-4.305, 3.156, -0.833], [-4.151, 0.789, -1.685], [-1.871, 3.193, 0.696], [-0.436, 2.561, 1.526], [-0.392, 2.260, 2.890], [0.699, 1.506, 3.351], [1.641, 1.004, 2.446], [1.568, 1.374, 1.107], [0.635, 2.293, 0.675], [-1.439, 3.851, -0.508], [-2.723, 3.824, 1.674], [-6.259, -0.242, -0.442], [-7.927, -0.669, 1.400], [-7.773, 0.594, 3.532], [-5.817, 2.126, 3.919], [-4.296, 2.643, 2.063], [-1.183, 2.619, 3.551], [0.817, 1.288, 4.415], [2.452, 0.348, 2.778], [2.248, 0.987, 0.368], [0.705, 2.771, -0.301], [2.795, 0.468, -2.243], [3.532, -0.503, -1.405], [4.106, -0.060, -0.204], [4.612, 0.285, 0.808], [4.086, -1.708, -1.922], [4.111, -2.034, -3.326], [4.798, -3.147, -3.783], [5.436, -4.014, -2.866], [6.083, -5.210, -3.290], [6.614, -5.933, -2.411], [6.101, -5.530, -4.498], [5.393, -3.746, -1.490], [4.711, -2.635, -1.030], [2.232, -0.015, -3.043], [2.111, 1.024, -1.593], [3.497, 1.197, -2.675], [3.645, -1.352, -4.044], [4.896, -3.380, -4.839], [5.927, -4.415, -0.819], [4.696, -2.459, 0.045]], "forces_ev_per_angstrom": [[-1.05, 0.66, 0.34], [0.60, -0.18, 0.31], [0.80, 0.33, 0.43], [-0.26, -0.36, -1.00], [-1.50, -0.34, -0.22], [-0.36, -0.16, -1.26], [0.67, 0.24, 0.69], [-0.50, -0.24, -0.30], [0.32, 0.13, 0.26], [0.07, 0.13, -0.02], [0.23, -0.02, -0.18], [-0.12, -0.04, -0.35], [-0.10, -0.17, 0.33], [-0.08, -0.74, -0.08], [0.06, 0.50, 0.73], [1.35, 0.10, 0.94], [0.19, 0.88, -0.02], [0.06, -0.35, -0.28], [-0.08, 0.15, 0.03], [-0.24, -0.07, 0.12], [0.50, 0.46, -0.07], [-0.09, -0.10, 0.50], [-0.59, -0.19, 0.48], [0.03, -0.23, -0.82], [-0.07, 0.15, 0.22], [0.19, 0.21, -0.04], [0.28, -0.10, -0.19], [-0.19, -0.05, -0.16], [-0.09, -0.05, 0.03], [0.20, -0.29, -0.21], [-0.18, 0.09, -0.34], [-0.34, 0.25, -0.18], [0.32, 0.07, 0.42], [-0.29, -0.51, 0.06], [0.12, 0.69, 0.06], [0.86, -1.29, -0.11], [0.82, 0.38, 1.86], [-0.92, -0.52, -1.73], [-0.24, 0.33, 0.17], [0.24, -0.27, 0.09], [0.00, -0.12, 0.41], [-0.19, 0.10, -0.25], [0.59, -1.05, -0.13], [-0.56, 0.78, -1.18], [-0.10, 0.56, 1.23], [-0.35, 0.68, 0.19], [0.76, -0.78, -0.18], [-0.04, 0.09, 0.10], [-0.16, 0.09, -0.45], [-0.29, 0.08, -0.26], [0.21, -0.29, 0.24], [-0.17, 0.10, 0.14], [-0.30, 0.15, -0.08], [-0.06, 0.13, -0.30]], "nbo_charge": [-0.31, 0.82, -0.32, -0.32, 0.46, -1.07, 2.27, -0.35, -0.18, -0.22, -0.19, -0.22, -0.13, -0.90, -0.88, 2.28, -0.29, -0.22, -0.23, -0.16, -0.21, -0.19, -0.90, -0.92, 0.24, 0.22, 0.22, 0.22, 0.26, 0.23, 0.22, 0.25, 0.25, 0.25, -0.60, -0.38, 0.29, -0.50, 0.05, -0.30, -0.14, -0.09, 0.51, -0.46, -0.45, -0.18, -0.21, 0.21, 0.19, 0.19, 0.21, 0.23, 0.24, 0.21]}


- What is the formula in the second record?
  C22H17F2N2O7Ru


- Number 2 is which compound?
  C22H17F2N2O7Ru